[1]
Entry from the OMol25 dataset: a molecular structure, C30H75BF4KN5 at a distorted geometry (ωB97M-V/def2-TZVPD).

```
! RIJCOSX wB97M-V def2-TZVPD def2/J DEFGRID3
* xyz 0 1
K -20.749 10.625 14.546
B -20.427 10.806 17.408
F -20.546 9.521 16.924
F -21.511 11.551 16.925
F -20.552 10.832 18.809
F -19.281 11.380 16.848
C -19.291 14.479 21.345
C -20.742 13.923 21.548
N -21.643 14.497 20.514
C -21.739 13.613 19.324
C -22.524 14.302 18.132
C -22.944 14.659 21.158
C -23.073 15.683 22.250
H -19.226 15.549 21.538
H -18.892 14.260 20.354
H -18.678 13.979 22.095
H -20.672 12.838 21.480
H -21.105 14.130 22.555
H -20.744 13.372 18.949
H -22.208 12.679 19.635
H -23.591 14.414 18.325
H -22.073 15.271 17.913
H -22.373 13.748 17.206
H -23.278 13.693 21.538
H -23.735 14.841 20.430
H -23.832 15.333 22.949
H -23.400 16.608 21.775
H -22.195 15.819 22.881
C -19.345 6.979 15.035
C -18.491 7.436 13.799
N -18.380 8.932 13.701
C -17.632 9.450 14.898
C -16.234 8.874 15.073
C -17.683 9.351 12.474
C -18.715 9.464 11.329
H -19.702 5.949 15.047
H -20.277 7.527 15.172
H -18.680 7.075 15.893
H -17.510 6.962 13.818
H -19.031 7.141 12.899
H -17.503 10.522 14.749
H -18.151 9.285 15.842
H -15.741 8.582 14.146
H -15.618 9.526 15.692
H -16.203 7.941 15.636
H -16.912 8.630 12.202
H -17.132 10.283 12.600
H -19.570 10.092 11.577
H -19.061 8.478 11.020
H -18.287 9.852 10.404
C -24.865 7.978 15.536
C -23.463 8.642 15.395
N -23.099 8.991 14.014
C -24.039 9.877 13.294
C -24.310 11.196 13.992
C -22.949 7.695 13.291
C -21.993 7.906 12.178
H -24.874 6.948 15.180
H -25.670 8.529 15.050
H -25.235 7.842 16.552
H -23.405 9.570 15.965
H -22.729 7.979 15.854
H -23.554 10.109 12.346
H -24.921 9.371 12.901
H -23.447 11.857 13.904
H -25.077 11.751 13.452
H -24.583 11.143 15.046
H -23.943 7.361 12.992
H -22.503 6.958 13.959
H -21.104 8.442 12.509
H -22.476 8.491 11.395
H -21.676 6.951 11.759
C -21.069 5.643 17.826
C -20.346 5.420 19.101
N -20.730 6.454 20.072
C -20.577 6.131 21.478
C -21.287 4.903 21.993
C -20.393 7.869 19.738
C -18.928 8.099 19.316
H -20.858 4.793 17.178
H -20.765 6.570 17.340
H -22.150 5.657 17.965
H -20.667 4.411 19.362
H -19.262 5.400 18.988
H -19.518 5.967 21.677
H -20.868 7.002 22.064
H -22.324 4.979 21.666
H -20.812 3.970 21.688
H -21.358 4.917 23.080
H -20.709 8.502 20.568
H -21.072 8.154 18.934
H -18.783 9.175 19.212
H -18.650 7.564 18.408
H -18.250 7.776 20.106
C -20.263 11.200 26.749
C -20.520 11.215 25.234
N -19.700 10.187 24.523
C -19.744 10.474 23.085
C -21.105 10.369 22.445
C -20.100 8.784 24.871
C -19.141 7.702 24.314
H -19.197 11.255 26.967
H -20.571 10.286 27.256
H -20.654 12.142 27.134
H -21.583 11.034 25.078
H -20.365 12.211 24.818
H -19.387 11.480 22.866
H -19.080 9.889 22.448
H -21.804 11.141 22.766
H -20.950 10.498 21.373
H -21.529 9.372 22.565
H -21.102 8.531 24.522
H -20.146 8.735 25.959
H -19.478 6.715 24.633
H -18.123 7.781 24.696
H -18.999 7.725 23.234
*
```

Calculated values
E_HOMO	-7.45	eV
gap between HOMO and LUMO	0.2651	Eh
maximum force	0.0423	Eh/bohr

---

[2]
Entry from the OMol25 dataset: 6 unconnected molecules or ions with the total composition C30H75BrF3IN5O6P at a distorted geometry (ωB97M-V/def2-TZVPD).

```
! RIJCOSX wB97M-V def2-TZVPD def2/J DEFGRID3
* xyz 0 1
C 1.231 -2.810 6.600
C 2.080 -2.029 5.599
C 1.311 -1.048 4.687
C 0.374 -1.867 3.786
P 0.648 0.521 5.518
C 1.327 2.048 4.806
I -1.396 0.866 3.706
C 2.011 0.510 6.873
O 1.885 1.783 7.542
C 2.921 2.163 8.288
F 2.574 3.229 9.000
F 3.994 2.486 7.537
F 3.337 1.195 9.126
C -0.688 0.707 6.782
C -1.799 -0.347 6.865
C -3.191 0.240 6.918
Br -1.530 -1.450 8.468
H 1.194 -2.338 7.582
H 0.199 -2.914 6.257
H 1.619 -3.820 6.741
H 2.921 -1.547 6.095
H 2.534 -2.738 4.901
H 2.055 -0.552 4.048
H 0.195 -1.389 2.829
H 0.847 -2.836 3.609
H -0.602 -2.047 4.236
H 0.876 2.904 5.311
H 1.105 2.117 3.748
H 2.405 2.057 4.976
H 1.860 -0.279 7.613
H 3.008 0.421 6.438
H -0.204 0.832 7.747
H -1.134 1.668 6.512
H -1.721 -1.057 6.042
H -3.344 0.787 7.851
H -3.325 0.923 6.077
H -3.945 -0.543 6.851
C -4.798 -0.849 -0.909
C -4.061 -0.965 0.420
C -4.385 -2.236 1.209
O -5.655 -2.240 1.836
C -6.730 -2.673 1.031
N -4.268 0.260 1.193
H -5.846 -0.582 -0.764
H -4.344 -0.061 -1.508
H -4.756 -1.782 -1.475
H -2.989 -1.023 0.200
H -3.658 -2.327 2.021
H -4.286 -3.121 0.564
H -6.421 -3.487 0.366
H -7.147 -1.869 0.420
H -7.507 -3.042 1.700
H -3.670 0.223 2.014
H -5.222 0.265 1.545
C -0.018 -0.906 -4.551
C -0.796 -0.148 -3.486
C -0.463 -0.590 -2.056
O -1.017 -1.837 -1.679
C -0.287 -2.985 -2.058
N -2.228 -0.229 -3.784
H -0.406 -1.918 -4.678
H -0.091 -0.402 -5.513
H 1.040 -0.978 -4.293
H -0.511 0.908 -3.546
H -0.888 0.135 -1.356
H 0.626 -0.608 -1.906
H 0.793 -2.801 -2.014
H -0.539 -3.329 -3.065
H -0.534 -3.775 -1.349
H -2.742 0.360 -3.137
H -2.535 -1.176 -3.583
C 2.373 -5.179 -6.335
C 3.293 -4.575 -5.282
C 3.532 -5.481 -4.069
O 2.440 -5.555 -3.171
C 1.457 -6.524 -3.474
N 2.783 -3.257 -4.906
H 1.334 -5.162 -6.004
H 2.429 -4.597 -7.254
H 2.645 -6.212 -6.558
H 4.276 -4.423 -5.741
H 4.359 -5.069 -3.485
H 3.818 -6.491 -4.394
H 1.912 -7.429 -3.892
H 0.709 -6.157 -4.181
H 0.959 -6.781 -2.540
H 3.446 -2.784 -4.299
H 1.948 -3.391 -4.341
C 2.223 3.115 -9.338
C 0.897 2.565 -8.826
C 0.778 2.546 -7.299
O 1.533 1.531 -6.665
C 2.881 1.841 -6.386
N 0.654 1.257 -9.434
H 3.027 2.391 -9.199
H 2.151 3.320 -10.405
H 2.499 4.037 -8.822
H 0.100 3.231 -9.176
H -0.263 2.340 -7.037
H 1.045 3.526 -6.880
H 2.994 2.896 -6.113
H 3.544 1.628 -7.228
H 3.185 1.223 -5.542
H -0.283 0.938 -9.213
H 1.281 0.580 -9.009
C 1.732 5.780 2.311
C 0.495 4.892 2.269
C -0.465 5.204 1.117
O -1.217 6.391 1.289
C -0.601 7.580 0.843
N -0.162 4.917 3.577
H 1.486 6.778 2.676
H 2.470 5.358 2.992
H 2.186 5.879 1.323
H 0.826 3.860 2.101
H -1.198 4.397 1.051
H 0.083 5.246 0.165
H -0.019 7.403 -0.068
H 0.061 8.018 1.595
H -1.395 8.291 0.621
H -0.912 4.231 3.579
H -0.622 5.816 3.686
*
```

Calculated values
E_HOMO	-8.66	eV
SMILES	CC[C@@H](C)P(C)(I)(COC(F)(F)F)C[C@H](C)Br.COC[C@@H](C)N.COC[C@@H](C)N.COC[C@@H](C)N.COC[C@@H](C)N.COC[C@@H](C)N
gap between HOMO and LUMO	0.3314	Eh
maximum force	0.0322	Eh/bohr

---

[3]
Entry from the OMol25 dataset: a molecular structure, C30H75N5Na3O14P at a distorted geometry (ωB97M-V/def2-TZVPD).

```
! RIJCOSX wB97M-V def2-TZVPD def2/J DEFGRID3
* xyz 0 1
Na -10.908 -8.903 -17.944
Na -8.869 -13.102 -18.260
Na -7.431 -10.406 -15.063
P -8.947 -10.693 -17.175
O -9.275 -9.362 -16.398
O -9.150 -11.949 -16.273
O -7.478 -10.804 -17.478
O -9.772 -10.932 -18.473
C -2.094 -10.754 -18.953
O -3.161 -11.585 -18.450
C -4.339 -11.544 -19.221
C -5.194 -12.805 -18.944
N -6.572 -12.663 -19.330
C -6.752 -12.467 -20.773
C -6.298 -13.666 -21.616
O -6.423 -13.433 -23.029
C -5.722 -14.382 -23.814
H -1.845 -11.003 -19.986
H -1.190 -10.775 -18.346
H -2.314 -9.685 -19.023
H -4.107 -11.657 -20.284
H -4.870 -10.602 -19.073
H -5.161 -12.880 -17.854
H -4.671 -13.695 -19.291
H -6.909 -11.841 -18.836
H -6.286 -11.539 -21.114
H -7.790 -12.271 -21.050
H -6.840 -14.587 -21.383
H -5.278 -14.015 -21.438
H -6.086 -15.408 -23.731
H -4.684 -14.260 -23.499
H -5.871 -14.107 -24.857
C -8.028 -9.232 -11.976
O -7.822 -10.531 -12.447
C -9.044 -11.260 -12.639
C -8.816 -12.731 -12.816
N -8.181 -12.976 -14.112
C -7.429 -14.182 -14.298
C -8.189 -15.582 -14.180
O -8.329 -15.924 -12.798
C -9.130 -17.108 -12.692
H -8.910 -8.637 -12.209
H -7.098 -8.792 -12.338
H -7.895 -9.272 -10.891
H -9.743 -10.777 -13.327
H -9.710 -11.201 -11.771
H -9.750 -13.273 -12.996
H -8.339 -13.356 -12.062
H -8.683 -12.676 -14.939
H -6.710 -14.221 -13.476
H -6.854 -14.153 -15.224
H -7.630 -16.345 -14.726
H -9.196 -15.422 -14.572
H -8.747 -18.056 -13.069
H -10.136 -16.742 -12.906
H -9.262 -17.269 -11.619
C -4.102 -10.523 -15.019
O -5.112 -9.584 -15.079
C -5.224 -8.880 -16.329
C -6.191 -7.634 -16.209
N -7.355 -7.771 -15.286
C -8.086 -6.480 -15.175
C -9.138 -6.289 -14.050
O -8.565 -5.696 -12.910
C -9.426 -5.715 -11.811
H -3.918 -11.045 -15.960
H -4.516 -11.305 -14.376
H -3.184 -10.189 -14.532
H -5.452 -9.554 -17.153
H -4.236 -8.422 -16.420
H -6.616 -7.461 -17.204
H -5.707 -6.664 -16.090
H -8.026 -8.364 -15.758
H -8.657 -6.512 -16.106
H -7.443 -5.615 -15.011
H -9.606 -7.250 -13.836
H -9.652 -5.424 -14.478
H -10.413 -5.320 -12.068
H -9.017 -5.008 -11.089
H -9.572 -6.732 -11.442
C -8.288 -7.956 -19.712
O -9.436 -7.877 -20.511
C -9.606 -9.060 -21.303
C -11.126 -9.443 -21.411
N -11.673 -10.070 -20.215
C -12.896 -10.849 -20.382
C -14.169 -9.999 -20.264
O -14.351 -9.220 -21.446
C -15.207 -9.602 -22.494
H -7.325 -8.065 -20.220
H -8.380 -8.796 -19.023
H -8.121 -6.969 -19.277
H -8.964 -9.869 -20.951
H -9.261 -8.805 -22.307
H -11.145 -10.169 -22.233
H -11.914 -8.752 -21.714
H -10.891 -10.554 -19.789
H -12.901 -11.748 -19.765
H -12.834 -11.272 -21.390
H -14.186 -9.356 -19.383
H -15.025 -10.657 -20.095
H -15.664 -10.590 -22.569
H -14.598 -9.620 -23.401
H -15.950 -8.811 -22.596
C -14.837 -9.370 -15.873
O -13.430 -9.366 -15.952
C -12.747 -10.588 -15.601
C -12.820 -11.613 -16.751
N -11.807 -12.667 -16.480
C -12.074 -13.559 -15.330
C -13.370 -14.320 -15.338
O -13.368 -15.132 -16.471
C -14.356 -16.087 -16.592
H -15.260 -10.009 -16.651
H -15.249 -8.364 -15.937
H -15.188 -9.840 -14.951
H -13.106 -10.963 -14.639
H -11.722 -10.254 -15.436
H -12.645 -10.916 -17.576
H -13.788 -12.023 -17.042
H -10.835 -12.382 -16.555
H -11.817 -13.014 -14.415
H -11.288 -14.291 -15.127
H -14.228 -13.655 -15.204
H -13.391 -14.938 -14.436
H -15.364 -15.666 -16.580
H -14.315 -16.960 -15.935
H -14.151 -16.476 -17.591
*
```

Calculated values
E_HOMO	-7.58	eV
energy relative to the best compared isomer or geometry (same formula, charge and spin)	147.1	kJ/mol
gap between HOMO and LUMO	0.2765	Eh
maximum force	0.0642	Eh/bohr

---

[4]
Entry from the OMol25 dataset: 8 unconnected molecules or ions with the total composition C30H76N4O8 at a distorted geometry (ωB97M-V/def2-TZVPD).

```
! RIJCOSX wB97M-V def2-TZVPD def2/J DEFGRID3
* xyz 0 1
C 0.493 -1.053 3.741
C 0.075 0.365 3.348
C -1.089 0.856 4.177
O -2.194 -0.119 4.124
C -3.180 0.140 5.220
N 1.194 1.325 3.488
H 1.214 -1.502 3.044
H -0.360 -1.717 3.856
H 1.037 -0.895 4.678
H -0.199 0.329 2.292
H -1.481 1.828 3.830
H -0.662 0.955 5.187
H -3.493 1.169 5.055
H -2.652 0.142 6.159
H -3.883 -0.706 5.312
H 1.025 2.226 3.052
H 1.317 1.456 4.501
C -2.650 1.708 -0.308
C -2.759 3.213 0.021
C -3.169 3.359 1.508
O -3.404 4.661 1.928
C -4.688 5.132 1.597
N -1.542 3.992 -0.223
H -3.640 1.216 -0.423
H -2.130 1.105 0.446
H -2.137 1.580 -1.265
H -3.626 3.544 -0.592
H -2.298 2.980 2.081
H -4.036 2.695 1.703
H -4.742 5.274 0.513
H -4.755 6.021 2.194
H -5.490 4.435 1.868
H -0.811 3.569 0.346
H -1.654 4.932 0.155
C 1.986 -1.864 -2.536
C 1.882 -1.036 -3.803
C 0.368 -0.792 -3.924
C 0.118 0.268 -5.017
C 0.882 1.599 -4.665
C 2.398 1.356 -4.508
N 2.588 0.197 -3.605
O 3.985 -0.138 -3.455
C 2.998 1.175 -5.896
C 3.123 2.578 -3.927
C 2.416 -1.830 -4.980
H 1.272 -2.713 -2.624
H 1.728 -1.324 -1.618
H 2.986 -2.296 -2.445
H -0.106 -1.771 -4.084
H -0.025 -0.439 -2.979
H -0.950 0.423 -5.155
H 0.485 -0.106 -5.950
H 0.488 2.099 -3.777
H 0.857 2.315 -5.500
H 2.571 0.301 -6.393
H 2.781 2.054 -6.492
H 4.072 0.995 -5.831
H 2.948 3.482 -4.516
H 2.759 2.863 -2.937
H 4.191 2.351 -3.821
H 3.493 -1.991 -4.919
H 2.093 -1.406 -5.894
H 2.045 -2.858 -4.865
H 4.105 0.061 -2.496
C -3.969 -4.127 1.809
C -2.620 -3.957 2.439
C -1.727 -5.259 2.304
C -1.219 -5.407 0.807
C -0.453 -4.130 0.403
C -1.417 -2.888 0.451
N -1.903 -2.778 1.829
O -2.859 -1.695 1.881
C -0.583 -1.649 0.096
C -2.506 -2.994 -0.602
C -2.758 -3.577 3.934
H -4.015 -4.771 0.935
H -4.450 -3.187 1.531
H -4.625 -4.683 2.469
H -0.840 -5.196 2.962
H -2.336 -6.114 2.695
H -2.087 -5.498 0.140
H -0.544 -6.254 0.700
H 0.011 -4.246 -0.592
H 0.354 -4.154 1.135
H -1.209 -0.747 0.126
H 0.269 -1.458 0.743
H -0.210 -1.777 -0.926
H -2.010 -2.935 -1.582
H -3.066 -3.916 -0.664
H -3.128 -2.124 -0.626
H -3.091 -4.457 4.499
H -3.521 -2.828 4.064
H -1.760 -3.322 4.237
H -2.563 -1.191 2.647
C 4.694 -1.570 -0.288
O 4.474 -0.193 -0.497
H 4.819 -1.928 -1.298
H 5.555 -1.747 0.369
H 3.810 -2.054 0.117
H 4.235 0.208 0.342
C 1.360 5.669 -1.124
O 0.558 5.665 -2.321
H 2.303 6.124 -1.356
H 0.940 6.282 -0.313
H 1.501 4.636 -0.773
H -0.138 5.022 -2.077
C 4.452 0.605 3.001
O 3.540 0.667 1.945
H 5.394 1.044 2.688
H 4.123 1.113 3.870
H 4.573 -0.428 3.327
H 2.708 0.930 2.390
C 1.138 1.434 -0.616
O 1.205 2.156 0.640
H 1.674 0.496 -0.526
H 0.090 1.207 -0.779
H 1.516 2.036 -1.444
H 2.147 2.177 0.877
*
```

Calculated values
E_HOMO	-8.03	eV
SMILES	CC1(C)CCCC(C)(C)N1O.CC1(C)CCCC(C)(C)N1O.COC[C@H](C)N.COC[C@H](C)N.CO.CO.CO.CO
energy relative to the best compared isomer or geometry (same formula, charge and spin)	0.0	kJ/mol
gap between HOMO and LUMO	0.3112	Eh
maximum force	0.0436	Eh/bohr